[1]
Computed, not measured: C3H2O2Yb as an isolated structure at a distorted geometry, with ωB97M-V/def2-TZVPD.

```
8
Properties=species:S:1:pos:R:3:forces:R:3:lowdin_spin:R:1
O 0.2339 1.2980 -0.1201 1.755 -0.346 -0.086 0.0254
O 0.3336 -0.8875 0.0409 2.307 2.127 0.311 0.0261
C -1.0471 0.9702 -0.0931 -1.231 -0.068 0.966 0.0024
C -1.0418 -0.4934 0.0804 -1.350 1.520 -1.704 0.0017
C 1.0987 0.2252 0.0117 -3.239 -2.111 -0.365 0.0904
H -1.5580 -0.8551 0.9824 -0.017 -0.195 -0.677 0.0002
Yb 3.5829 0.3493 0.0429 0.937 0.042 0.014 0.8535
H -1.6021 -0.6067 -0.9451 0.838 -0.969 1.540 0.0003
```
Positions in Å, forces in eV/Å.

Multiplicity   2
⟨S²⟩   0.75
Charge   +1
Orbital gap (spin up / spin down)   4.67 / 8.07 eV

---

[2]
Computed, not measured: a 2-piece molecular cluster, C3H2O3 overall at a distorted geometry, with ωB97M-V/def2-TZVPD.

```
8
Properties=species:S:1:pos:R:3:forces:R:3:nbo_charge:R:1
O -0.4401 -1.9086 1.1484 1.066 0.124 1.374 -0.5069
C -1.1724 -2.0431 0.2807 0.109 0.101 -0.048 1.0211
O -1.8910 -2.1731 -0.6002 -1.156 -0.219 -1.311 -0.5146
C -0.2753 1.5336 0.2773 0.658 -0.116 -0.176 -0.3996
C 0.8395 1.3130 -0.0961 -0.374 -0.016 -0.033 0.3132
O 2.0669 1.1181 -0.4878 0.362 0.110 0.087 -0.6515
H -1.2388 1.7370 0.6289 -0.617 0.130 0.210 0.2354
H 2.1112 0.4231 -1.1510 -0.046 -0.113 -0.102 0.5029
```
Positions in Å, forces in eV/Å.

SMILES   O=C=O.C#CO
Charge   0
Orbital gap   10.00 eV

---

ΔE to the lowest compared entry with this formula, charge and spin readings, ordered: 73.3 36.4 kcal/mol
Energy readings, ordered: -1424.205189 -341.178874 a.u.